{
  "formula": "C6H24FN12O6",
  "method": "ωB97M-V with the def2-TZVPD basis set",
  "homo_lumo_gap_ev": 8.71,
  "energy_ev": -39502.774,
  "homo_energy_ha": -0.219,
  "molar_mass_da": 379.33,
  "total_charge": -1,
  "elements": ["F", "C", "O", "N", "N", "H", "H", "H", "H", "C", "O", "N", "N", "H", "H", "H", "H", "C", "O", "N", "N", "H", "H", "H", "H", "C", "O", "N", "N", "H", "H", "H", "H", "C", "O", "N", "N", "H", "H", "H", "H", "C", "O", "N", "N", "H", "H", "H", "H"],
  "positions_angstrom": [[-0.31101, 0.14052, -0.30388], [2.26300, 2.77569, -0.47789], [1.53262, 3.11783, -1.36524], [3.58465, 3.23456, -0.38494], [1.95393, 1.86048, 0.52694], [4.15189, 2.94119, 0.39453], [3.65762, 4.22104, -0.57290], [2.78350, 1.41919, 0.89132], [1.15956, 1.26388, 0.26011], [1.47348, -0.85004, 3.16350], [2.22193, -0.48141, 4.05498], [1.52889, -2.08803, 2.58603], [0.51531, -0.05757, 2.61731], [2.06814, -2.77376, 3.08082], [0.89782, -2.34601, 1.84938], [0.51489, 0.90670, 2.89591], [-0.11754, -0.32383, 1.87701], [-1.29897, -2.61975, -2.56696], [-1.63327, -1.71358, -3.29103], [-0.96976, -2.47616, -1.24069], [-1.32245, -3.94016, -2.99876], [-0.84061, -1.53032, -0.85832], [-0.41347, -3.19265, -0.80793], [-1.67152, -4.00584, -3.93674], [-0.85134, -4.69156, -2.53715], [2.46973, -1.28877, -1.72493], [1.71246, -0.88702, -2.56702], [2.24154, -1.21369, -0.37033], [3.68688, -1.88543, -2.02737], [2.79305, -1.57959, 0.38399], [1.41520, -0.67978, -0.08166], [4.32113, -2.08348, -1.27755], [3.98798, -1.73425, -2.97123], [-3.84026, -0.40711, -0.64289], [-3.44020, 0.04622, -1.68241], [-5.12062, -0.89251, -0.49299], [-3.05645, -0.55228, 0.48497], [-5.40332, -1.34122, 0.35602], [-5.67909, -0.92302, -1.32321], [-3.49993, -0.51242, 1.38495], [-2.10021, -0.20663, 0.39384], [-1.41539, 3.39121, 0.64521], [-1.33417, 3.41010, -0.55804], [-1.24738, 2.27825, 1.43194], [-1.74551, 4.54241, 1.34190], [-0.87680, 1.44285, 0.96909], [-1.00786, 2.39202, 2.40050], [-1.96382, 4.54094, 2.31807], [-1.77423, 5.35279, 0.75373]],
  "mulliken_charge": [-0.842, 0.466, -0.547, -0.534, -0.259, 0.186, 0.261, 0.309, 0.151, 0.482, -0.707, -0.323, -0.139, 0.214, 0.196, 0.114, 0.285, 0.539, -0.591, -0.248, -0.460, 0.139, 0.212, 0.236, 0.152, 0.445, -0.522, -0.139, -0.444, 0.280, -0.069, 0.151, 0.253, 0.505, -0.533, -0.437, -0.348, 0.142, 0.237, 0.274, 0.108, 0.473, -0.532, -0.302, -0.433, -0.044, 0.255, 0.150, 0.239]
}